1.
# C20H27N3O5

One molecule with the formula C20H27N3O5 (ωB97M-V with the def2-TZVPD basis set, the Open Molecules 2025 dataset).

Each line ends with the natural charge from an NBO analysis.
Geometry (Å):
C 7.6264 1.6992 0.6697  -0.25
H 7.8546 2.0643 -0.3376  0.17
H 7.1172 2.4882 1.2339  0.17
H 8.5547 1.4384 1.1757  0.20
O 6.8698 0.5164 0.6335  -0.48
C 5.6422 0.5525 0.0433  0.24
C 5.0635 1.6707 -0.5291  -0.29
C 3.8007 1.5997 -1.1046  -0.22
C 3.1090 0.4064 -1.1237  -0.04
C 3.6830 -0.7267 -0.5486  -0.32
C 4.9342 -0.6722 0.0350  0.34
O 5.5694 -1.7236 0.6202  -0.50
C 4.9153 -2.9689 0.6332  -0.25
H 3.9671 -2.9223 1.1786  0.18
H 5.5932 -3.6501 1.1451  0.20
H 4.7284 -3.3368 -0.3808  0.18
H 3.1224 -1.6473 -0.5704  0.24
C 1.7223 0.2982 -1.7030  -0.24
N 0.7309 0.1768 -0.6492  -0.62
C 0.2330 -1.0078 -0.2667  0.67
O 0.4972 -2.0696 -0.7895  -0.63
C -0.7306 -0.9105 0.9319  -0.32
N -1.8767 -0.0668 0.6774  -0.47
C -3.1437 -0.5497 0.4829  0.71
O -3.4554 -1.7124 0.5009  -0.58
C -4.0539 0.6629 0.2855  0.04
N -3.1074 1.7444 0.4851  -0.61
C -1.8435 1.3287 0.6835  0.80
O -0.8541 2.0064 0.8440  -0.65
H -3.3497 2.7170 0.4084  0.42
C -4.6099 0.7254 -1.1501  -0.39
C -5.3932 -0.5164 -1.5768  -0.43
C -6.8899 -0.4577 -1.2676  -0.39
C -7.2452 0.0874 0.1192  -0.40
C -6.2624 -0.2971 1.2266  -0.42
C -5.1272 0.7125 1.3838  -0.39
H -4.6275 0.5473 2.3421  0.22
H -5.5442 1.7236 1.4006  0.20
H -6.7998 -0.3264 2.1768  0.21
H -5.8524 -1.2903 1.0504  0.23
H -8.2389 -0.2822 0.3790  0.21
H -7.3168 1.1769 0.0802  0.19
H -7.3915 0.1608 -2.0159  0.20
H -7.2858 -1.4698 -1.3678  0.21
H -4.9531 -1.3933 -1.1048  0.23
H -5.2789 -0.6461 -2.6548  0.22
H -5.2339 1.6170 -1.2428  0.20
H -3.7509 0.8512 -1.8151  0.22
H -0.1833 -0.5155 1.7934  0.23
H -1.1098 -1.9119 1.1491  0.26
H 0.5243 1.0039 -0.0999  0.43
H 1.4859 1.1788 -2.3051  0.20
H 1.6393 -0.6016 -2.3187  0.23
H 3.3681 2.4873 -1.5413  0.21
H 5.5848 2.6145 -0.5332  0.22

Cartesian forces (eV/Å) of the 6 atoms listed first:
0.1020 0.1960 -0.0041
-0.0245 -0.0063 0.0403
0.0114 -0.0273 -0.0373
-0.0472 0.0672 -0.0401
-0.3142 -0.2765 -0.0763
0.0655 -0.0586 0.0497

Orbital gap, eV: 8.525
LUMO energy, eV: 0.6
SMILES: COc1ccc(CNC(=O)CN2C(=O)NC3(CCCCCC3)C2=O)cc1OC
Total energy, eV: -35887.6365
HOMO, eV: -7.9
Multiplicity: 1
Energy relative to the best compared isomer or geometry (same formula, charge and spin), kcal/mol: 39.74

2.
# C20H27N3O5

One molecule with the formula C20H27N3O5 (ωB97M-V with the def2-TZVPD basis set, the Open Molecules 2025 dataset).

Each line ends with the natural charge from an NBO analysis.
Geometry (Å):
C -7.6976 -1.3179 -2.5995  -0.64
C -7.5521 0.1310 -2.1568  -0.07
H -7.8303 0.8187 -2.9586  0.19
H -8.1706 0.3178 -1.2730  0.20
O -6.1976 0.4557 -1.8521  -0.53
C -5.7697 0.0901 -0.6203  0.90
O -6.4778 -0.4215 0.2158  -0.67
N -4.4524 0.3428 -0.4416  -0.46
C -3.6204 1.0587 -1.3810  -0.22
H -2.7166 0.4648 -1.5640  0.18
C -3.2459 2.4333 -0.8223  -0.41
H -4.1494 3.0373 -0.7292  0.21
H -2.5648 2.9371 -1.5090  0.22
C -2.5909 2.3132 0.5605  -0.06
N -1.2637 1.7480 0.4632  -0.63
C -0.1503 2.4288 0.8292  0.67
O -0.1885 3.5606 1.2729  -0.62
C 1.1263 1.6777 0.6612  -0.17
C 1.3254 0.7186 -0.3276  -0.20
C 2.5361 0.0644 -0.4469  -0.20
C 3.5761 0.3599 0.4313  0.16
C 3.3881 1.3335 1.4129  -0.25
C 2.1801 1.9875 1.5182  -0.14
H 2.0272 2.7508 2.2657  0.24
H 4.1983 1.5756 2.0860  0.21
N 4.8142 -0.2729 0.3653  -0.60
C 5.2386 -1.2564 -0.4613  0.66
O 4.5881 -1.8025 -1.3255  -0.61
C 6.7104 -1.6375 -0.2013  0.01
C 6.8630 -3.1585 -0.1288  -0.42
H 6.1206 -3.6527 -0.7511  0.25
C 6.6727 -3.4051 1.3657  -0.44
H 7.1222 -4.3337 1.7076  0.22
C 7.3547 -2.1776 1.9669  -0.07
H 6.9292 -1.8722 2.9262  0.19
H 8.4305 -2.3503 2.0972  0.17
O 7.1766 -1.1155 1.0355  -0.54
H 5.6102 -3.4099 1.6133  0.21
H 7.8616 -3.4594 -0.4454  0.21
H 7.3023 -1.1957 -1.0123  0.21
H 5.5155 0.0323 1.0351  0.43
H 2.6874 -0.6723 -1.2181  0.25
H 0.5462 0.4938 -1.0419  0.21
H -1.1817 0.7892 0.1701  0.39
C -3.4846 1.4860 1.4928  -0.41
H -4.3974 2.0491 1.6914  0.21
C -3.8584 0.1437 0.8619  -0.22
H -2.9723 -0.4926 0.7519  0.18
H -4.5887 -0.3801 1.4808  0.25
H -2.9732 1.3170 2.4411  0.22
H -2.4427 3.3139 0.9825  0.25
H -4.1595 1.1640 -2.3211  0.24
H -8.7278 -1.5101 -2.8853  0.21
H -7.0480 -1.5206 -3.4479  0.21
H -7.4290 -1.9802 -1.7803  0.22

Cartesian forces (eV/Å) of the 6 atoms listed first:
0.2112 0.3383 0.1575
-0.5026 -0.2196 0.0258
0.0241 -0.0551 0.1237
0.0752 0.0482 -0.1903
0.3208 0.0567 0.0969
0.0453 -0.0658 -0.1769

Orbital gap, eV: 9.315
LUMO energy, eV: 0.6
SMILES: CCOC(=O)N1CCC(NC(=O)c2ccc(NC(=O)[C@@H]3CCCO3)cc2)CC1
Total energy, eV: -35888.1412
HOMO, eV: -8.7
Multiplicity: 1
Energy relative to the best compared isomer or geometry (same formula, charge and spin), kcal/mol: 28.11

3.
# C20H27N3OPdS2

C20H27N3OPdS2 as an isolated structure (ωB97M-V with the def2-TZVPD basis set, the Open Molecules 2025 dataset).

Each line ends with the natural charge from an NBO analysis.
Geometry (Å):
Pd 0.5333 -1.1388 -1.0241  0.18
C -0.2846 -1.2335 2.0666  -0.40
N 0.5536 -0.2633 1.3770  -0.51
C -0.0981 1.0572 1.3039  -0.24
C 0.3781 1.8934 0.1185  -0.23
N -0.5437 1.8295 -1.0126  -0.49
C 0.0874 1.6525 -2.3021  -0.40
C -1.5612 2.8403 -0.9826  0.18
C -1.1912 4.1464 -1.3054  -0.26
C -2.0928 5.1996 -1.3204  -0.28
C -3.4163 4.9164 -0.9875  -0.24
C -3.7922 3.6274 -0.6548  -0.25
C -2.8983 2.5284 -0.6297  -0.16
S -3.4763 0.9390 -0.1667  -0.54
C 1.8958 -0.2068 1.9127  0.18
C 2.0494 0.2176 3.2336  -0.26
C 3.2844 0.2867 3.8559  -0.28
C 4.4042 -0.0859 3.1156  -0.24
C 4.2646 -0.5066 1.8071  -0.25
C 3.0183 -0.5893 1.1432  -0.17
S 2.9800 -1.1209 -0.5292  -0.45
H -0.4812 -0.9631 3.1180  0.14
H 0.2044 -2.2084 2.0383  0.20
H -1.2394 -1.3033 1.5443  0.22
H 0.0659 1.6089 2.2423  0.15
H -1.1719 0.8973 1.1868  0.26
H 1.3582 1.5242 -0.1988  0.22
H 0.5086 2.9372 0.4376  0.16
H 0.7450 2.4917 -2.5981  0.14
H -0.6909 1.5409 -3.0593  0.19
H 0.6851 0.7305 -2.2979  0.22
H -0.1502 4.3306 -1.5548  0.19
H -1.7733 6.2030 -1.5780  0.18
H -4.1611 5.7067 -0.9866  0.18
H -4.8224 3.4138 -0.3943  0.20
H 1.1600 0.5043 3.7845  0.20
H 3.3709 0.6232 4.8826  0.18
H 5.3928 -0.0464 3.5622  0.18
H 5.1404 -0.7941 1.2362  0.20
C 0.9938 -4.5490 -1.0367  -0.40
N -0.1886 -3.7236 -1.0365  -0.49
C -1.3390 -4.3789 -0.4749  -0.39
C -0.2991 -2.8453 -2.1686  0.59
C -1.4536 -1.8645 -2.1439  -0.71
O 0.3296 -3.1287 -3.2049  -0.71
H 0.8983 -5.4166 -1.7090  0.15
H 1.1625 -4.9125 -0.0179  0.17
H 1.8588 -3.9637 -1.3369  0.25
H -1.5466 -5.3465 -0.9681  0.15
H -2.2275 -3.7600 -0.5581  0.21
H -1.1810 -4.5810 0.5900  0.18
H -1.5722 -1.4363 -3.1328  0.23
H -1.2706 -1.0140 -1.3937  0.24
H -2.4001 -2.2659 -1.7920  0.22

Cartesian forces (eV/Å) of the 6 atoms listed first:
0.3272 -0.4924 0.3278
0.0489 -0.0399 -0.0558
-0.0360 0.3584 -0.1546
0.0076 -0.1133 0.2139
0.0867 0.0020 -0.1094
0.0324 -0.1042 0.1356

Orbital gap, eV: 5.402
LUMO energy, eV: 5.0
Charge: -2
Total energy, eV: -52846.0053
HOMO, eV: -0.4
Multiplicity: 1

4.
# C20H28AlBrCsF4LiMgNaO15PS

C20H28AlBrCsF4LiMgNaO15PS as an isolated structure in a non-equilibrium geometry (ωB97M-V with the def2-TZVPD basis set, the Open Molecules 2025 dataset).

Each line ends with the Mulliken charge.
Geometry (Å):
C -5.3424 -4.8487 -1.9650  -0.99
C -3.8388 -4.6959 -1.3206  0.16
C -3.4368 -5.6606 -0.0225  -0.62
C -1.9485 -5.5746 0.6670  -0.69
C -0.7674 -4.5230 0.1318  0.16
C 0.6449 -4.5261 0.9625  0.39
C 1.9802 -4.1899 0.0744  -0.70
C 0.5704 -3.5918 2.3465  -0.89
C -1.1565 -3.5691 -1.1429  0.37
O -0.1981 -2.5854 -1.6695  -0.36
C -0.6577 -1.1997 -1.4887  -0.04
O -0.4808 -0.8516 -0.0608  -0.28
C 0.7394 -0.0368 0.1411  0.57
O 1.9166 -0.3394 -0.4230  -0.54
O 0.6737 1.1363 1.0296  -0.26
C 0.7309 0.7243 2.4654  -0.06
C 1.3629 1.8802 3.4420  -0.59
C 2.5540 1.3681 4.4452  0.05
F 3.3184 0.1892 3.9537  -0.34
C -2.6676 -3.6607 -1.8539  -0.42
H -5.2520 -4.8352 -3.1505  0.29
H -5.7073 -5.9485 -1.6929  0.42
H -6.1201 -4.0420 -1.5776  0.37
H -4.2260 -6.4017 0.4353  0.19
H -1.7125 -6.2835 1.5725  0.24
H 0.7881 -5.6396 1.3684  0.42
H 2.1658 -3.0108 0.0744  0.35
H 1.7682 -4.4793 -1.0394  -0.53
H 2.9433 -4.6823 0.5359  0.49
H 1.6002 -3.0743 2.5820  0.25
H -0.3463 -2.8492 2.3368  0.25
H 0.3625 -4.3327 3.2582  0.33
H -0.0006 -0.4994 -2.1949  0.06
H -1.7780 -1.0114 -1.8331  0.26
H -0.4027 0.5780 2.8051  0.19
H 1.2613 -0.3174 2.5164  0.11
H 1.7304 2.8207 2.8264  0.28
H 0.4833 2.2794 4.1405  0.33
H 2.1770 1.1637 5.5518  0.29
H 3.3198 2.2744 4.5460  0.00
H -2.9865 -2.9555 -2.7629  0.43
O 5.2783 2.8248 2.9619  -0.41
C 5.8118 1.6015 2.8358  -0.13
C 7.3337 1.7326 2.3544  -0.34
O 7.8615 0.5088 2.2122  -0.69
H 5.3297 0.9159 2.1168  0.31
H 5.8416 0.9723 3.7430  0.20
H 7.8172 2.4054 3.0847  0.22
H 7.3078 2.3752 1.4570  0.28
Al 8.4393 -0.9001 3.9358  0.57
Br 5.9436 3.2875 5.0874  -0.03
Na -7.1137 -5.0497 -3.4053  0.94
C -0.4763 2.5193 -2.8567  0.65
F -1.5572 1.7763 -2.4548  -0.24
F 0.2034 2.8386 -1.7085  -0.21
F 0.3372 1.6527 -3.5417  -0.25
S -0.9561 4.0196 -3.8622  1.06
O -1.8150 4.8243 -2.9825  -0.41
O -1.6650 3.4948 -5.0375  -0.56
O 0.3080 4.6869 -4.2017  -0.64
O -5.3551 -0.2635 -5.9332  -0.62
P -4.5681 -1.5836 -5.8893  0.68
O -3.3098 -1.4015 -5.0250  -0.69
O -4.1570 -1.9824 -7.3163  -0.72
O -5.4507 -2.6873 -5.2835  -0.65
Cs -3.6209 0.7089 -5.6991  0.94
Li 2.8855 -4.8361 -2.6770  1.00
Mg -2.6902 7.0054 -2.8334  0.66
C -1.2820 9.0867 2.0151  -0.67
C -2.3137 9.3456 0.9308  0.53
O -2.1738 10.4309 0.3014  -0.68
O -3.1818 8.4378 0.7983  -0.69
H -0.5596 9.9060 2.0810  0.26
H -1.7794 8.9855 2.9843  0.22
H -0.7381 8.1627 1.7970  0.18

Cartesian forces (eV/Å) of the 6 atoms listed first:
1.3714 -0.7221 -0.0202
4.1050 0.0755 2.3486
2.9321 2.5777 -1.1972
-1.2677 2.1893 -3.2095
-3.5209 -0.2389 -1.5337
-0.2365 -0.8132 0.4142

Orbital gap, eV: 1.643
LUMO energy, eV: -3.4
Total energy, eV: -170126.5085
HOMO, eV: -5.0
Multiplicity: 1

5.
# C20H28BrCl2IN2O9P2

A 3-piece molecular cluster, C20H28BrCl2IN2O9P2 overall in a non-equilibrium geometry (ωB97M-V with the def2-TZVPD basis set, the Open Molecules 2025 dataset).

Each line ends with the natural charge from an NBO analysis.
Geometry (Å):
C -4.9032 -0.1404 2.5360  -0.69
C -6.0049 0.7244 1.7803  0.05
Cl -7.2491 1.5965 2.8358  -0.03
C -6.0737 0.8806 0.3567  -0.11
Cl -7.3908 1.9176 -0.3480  0.00
C -4.9345 0.1313 -0.5304  0.14
N -3.5753 0.5202 -0.2823  -0.34
C -2.7384 -0.2645 -1.1651  0.10
C -1.1587 -0.0386 -1.0390  -0.21
C -0.1031 -0.7970 -1.8861  -0.19
I 2.0489 -0.4409 -1.5877  0.21
C -0.5942 -1.8254 -2.9621  -0.01
C 0.3695 -2.6961 -3.9013  -0.66
C -2.1164 -2.0418 -3.1006  -0.24
C -3.1905 -1.3005 -2.2235  0.22
N -4.5743 -1.6081 -2.4332  -0.40
C -5.4558 -0.9039 -1.5647  0.19
C -7.0290 -1.2311 -1.7626  -0.54
C -7.3697 -2.7930 -1.6068  0.50
O -8.2657 -3.1122 -0.7724  -0.51
Br -6.5496 -4.2679 -2.6337  0.02
H -5.0527 -0.1202 3.6716  0.25
H -4.8943 -1.2491 2.2341  0.25
H -3.8755 0.3593 2.3511  0.27
H -0.7812 0.7340 -0.2737  0.26
H 0.4351 -2.2788 -4.9735  0.24
H -0.1080 -3.7494 -3.9476  0.23
H 1.4239 -2.8288 -3.4567  0.24
H -2.4748 -2.7935 -3.8870  0.24
H -7.7006 -0.6733 -1.0322  0.28
H -7.3348 -0.9225 -2.8204  0.27
C 9.2825 -1.2183 -2.7794  -0.26
O 7.9936 -1.5006 -2.2552  -0.82
P 6.8127 -0.4375 -2.4743  2.57
O 5.5111 -0.8365 -1.8980  -1.10
O 6.8034 -0.1980 -4.0565  -0.81
C 6.4982 -1.3112 -4.8858  -0.25
O 7.4228 0.9330 -1.9178  -0.81
C 7.1648 1.2667 -0.5600  -0.25
H 9.6531 -2.1085 -3.2906  0.19
H 9.2701 -0.3868 -3.4885  0.19
H 9.9555 -0.9742 -1.9556  0.19
H 6.0789 -2.1427 -4.3152  0.20
H 7.4145 -1.6409 -5.3791  0.18
H 5.7793 -0.9996 -5.6435  0.20
H 8.0689 1.7013 -0.1301  0.19
H 6.8812 0.3927 0.0302  0.20
H 6.3644 2.0078 -0.5232  0.19
C 0.3029 3.9519 5.2689  -0.26
O 0.2571 3.0529 4.1712  -0.82
P -0.6831 1.7561 4.2637  2.56
O -0.6888 0.8920 3.0681  -1.09
O -2.1167 2.3612 4.6394  -0.81
C -2.7276 3.2338 3.6974  -0.26
O -0.2248 1.0560 5.6278  -0.81
C 0.7708 0.0442 5.5476  -0.25
H 0.2132 4.9709 4.8885  0.19
H -0.5022 3.7737 5.9862  0.19
H 1.2630 3.8441 5.7767  0.19
H -2.2330 3.1950 2.7243  0.20
H -2.6795 4.2536 4.0836  0.18
H -3.7729 2.9480 3.5782  0.20
H 1.4512 0.1570 6.3935  0.19
H 1.3478 0.1092 4.6226  0.20
H 0.2888 -0.9329 5.6095  0.19

Cartesian forces (eV/Å) of the 6 atoms listed first:
0.2033 0.6583 0.3906
-0.2255 0.1802 -2.5281
1.6730 -1.1754 -1.2727
1.2897 -0.9063 3.2363
1.7237 -1.2561 0.3859
-0.1492 0.5782 -0.1658

Orbital gap, eV: 7.306
LUMO energy, eV: -1.1
SMILES: C/C(Cl)=C(/Cl)c1nc2cc(I)c(C)cc2nc1CC(=O)Br.COP(=O)(OC)OC.COP(=O)(OC)OC
Total energy, eV: -164365.0164
HOMO, eV: -8.4
Multiplicity: 1

6.
# C20H28BrN3O4S

A 3-piece molecular cluster, C20H28BrN3O4S overall (ωB97M-V with the def2-TZVPD basis set, the Open Molecules 2025 dataset).

Each line ends with the natural charge from an NBO analysis.
Geometry (Å):
C -4.8492 0.0426 1.7009  -0.62
C -4.1450 -1.2149 2.2022  -0.22
N -4.0001 -2.2139 1.1283  -0.55
C -2.8648 -3.1219 1.3474  -0.21
C -1.5807 -2.6977 0.6038  -0.41
C -1.4228 -1.1917 0.3545  -0.27
C -0.4415 -0.5126 1.3341  -0.70
S 1.2198 -0.5687 0.7430  2.40
O 1.5312 -1.9163 0.3789  -0.93
O 2.0826 0.1584 1.6141  -0.93
O 1.0871 0.2901 -0.5856  -0.71
C -0.2155 0.4054 -1.2086  -0.11
C -0.9802 -0.9001 -1.0908  -0.25
Br -2.5268 -0.7722 -2.2688  0.01
C -5.2201 -2.9756 0.9594  0.74
C -5.6879 -3.1461 -0.4655  -0.73
O -5.8131 -3.4440 1.8933  -0.55
H -5.3620 0.5592 2.5114  0.22
H -4.1500 0.7326 1.2251  0.20
H -5.5941 -0.2164 0.9462  0.21
H -4.6882 -1.6469 3.0486  0.21
H -3.1377 -0.9756 2.5479  0.19
H -2.6779 -3.2452 2.4204  0.19
H -3.1411 -4.1154 0.9886  0.21
H -0.7223 -3.0545 1.1762  0.23
H -1.5305 -3.2222 -0.3516  0.22
H -2.3817 -0.6961 0.4984  0.26
H -0.6692 0.5459 1.4628  0.25
H -0.4321 -0.9987 2.3101  0.26
H -0.7691 1.2187 -0.7303  0.18
H -0.0163 0.6707 -2.2401  0.26
H -0.3703 -1.7115 -1.4817  0.25
H -5.5384 -4.1867 -0.7619  0.24
H -6.7552 -2.9338 -0.5140  0.25
H -5.1318 -2.5017 -1.1412  0.24
N 1.5809 0.7751 -3.9117  -0.44
C 1.1103 0.9934 -5.1384  0.03
C 1.5566 2.0196 -5.9572  -0.26
C 2.5423 2.8666 -5.4763  -0.17
C 3.0407 2.6505 -4.2017  -0.26
C 2.5300 1.5943 -3.4620  0.03
H 0.3382 0.3126 -5.4804  0.19
H 1.1385 2.1485 -6.9462  0.22
H 2.9161 3.6801 -6.0847  0.22
H 3.8113 3.2842 -3.7846  0.22
H 2.8971 1.3915 -2.4617  0.20
N 6.9424 3.5278 3.3726  -0.42
C 5.7351 3.9804 3.0418  0.03
C 4.6842 3.1588 2.6616  -0.26
C 4.8922 1.7890 2.6199  -0.17
C 6.1454 1.3054 2.9619  -0.26
C 7.1302 2.2107 3.3293  0.03
H 5.6041 5.0565 3.0839  0.19
H 3.7236 3.5847 2.4042  0.22
H 4.0959 1.1181 2.3268  0.24
H 6.3588 0.2452 2.9443  0.22
H 8.1209 1.8638 3.6031  0.19

Cartesian forces (eV/Å) of the 6 atoms listed first:
-0.0211 -0.0993 -0.1144
0.0132 -0.1090 -0.0006
-0.1172 0.1224 0.1177
0.0197 -0.0438 -0.1772
-0.0096 -0.0049 0.1436
0.1980 0.0280 -0.1065

Orbital gap, eV: 9.840
LUMO energy, eV: 0.5
SMILES: CCN(CC[C@H]1CS(=O)(=O)OC[C@@H]1Br)C(C)=O.c1ccncc1.c1ccncc1
Total energy, eV: -114731.3026
HOMO, eV: -9.4
Multiplicity: 1